Record 1
{
  "formula": "C16H25N3O3",
  "method": "ωB97M-V/def2-TZVPD",
  "elements": ["C", "H", "C", "C", "N", "C", "H", "C", "C", "H", "H", "C", "H", "H", "H", "O", "C", "H", "H", "H", "H", "H", "N", "H", "H", "C", "C", "C", "C", "C", "O", "H", "C", "H", "H", "H", "H", "H", "H", "H", "C", "C", "N", "O", "H", "H", "H"],
  "coordinates": [[-5.338, 0.889, 0.149], [3.255, 0.067, 2.578], [-4.722, 0.072, -0.979], [-0.921, 0.635, -0.202], [-0.426, -0.711, -0.446], [-2.437, 0.310, 0.068], [1.634, -0.947, 1.210], [-0.184, 1.297, 0.965], [-3.273, 0.489, -1.211], [3.723, -0.187, -2.354], [0.860, 1.424, 0.688], [1.761, -1.575, 0.328], [-5.287, 0.207, -1.903], [1.385, -2.571, 0.562], [-3.232, 1.538, -1.510], [-2.430, -1.084, 0.407], [4.259, 0.221, 2.185], [-5.341, 1.948, -0.122], [4.718, 2.323, -1.807], [3.380, -2.235, -0.945], [-2.848, -0.130, -2.008], [3.786, -2.164, 0.781], [3.821, -0.353, -0.223], [-2.518, 0.924, 2.134], [4.712, 1.061, 2.702], [4.464, 1.524, -1.140], [4.233, 0.527, 0.733], [3.249, -1.658, -0.026], [-3.072, 1.100, 1.213], [-4.527, 0.685, 1.422], [-0.699, 1.461, -1.304], [-3.018, 2.162, 0.965], [-1.284, -1.666, 0.007], [-6.372, 0.580, 0.311], [-1.026, 1.042, -2.109], [0.918, -1.718, -1.652], [4.845, -0.676, 2.381], [-4.951, 1.270, 2.241], [-4.553, -0.368, 1.702], [1.368, -0.058, -1.183], [0.937, -0.998, -0.827], [3.966, 0.289, -1.426], [4.624, 1.657, 0.203], [-1.081, -2.848, 0.048], [-4.747, -0.986, -0.714], [-0.254, 0.686, 1.860], [-0.602, 2.280, 1.152]],
  "e_above_lowest_kj_mol": 1.2,
  "gap_ev": 9.13,
  "total_charge": 0,
  "spin_multiplicity": 1,
  "e_homo_ev": -8.53
}

Record 2
{
  "formula": "C2H44O22",
  "method": "ωB97M-V/def2-TZVPD",
  "elements": ["O", "H", "H", "O", "H", "H", "O", "H", "H", "O", "H", "H", "H", "H", "H", "H", "H", "H", "H", "O", "O", "H", "O", "H", "H", "O", "O", "H", "H", "O", "C", "O", "H", "H", "H", "H", "H", "H", "O", "H", "O", "O", "H", "H", "H", "O", "H", "H", "H", "C", "O", "H", "H", "O", "O", "H", "O", "H", "O", "H", "O", "H", "O", "H", "H", "H", "H", "H"],
  "coordinates": [[12.268, -25.358, -9.533], [8.901, -27.979, -9.563], [14.524, -25.071, -11.874], [13.422, -22.937, -10.010], [11.099, -24.248, -10.141], [14.501, -23.673, -5.213], [11.615, -24.051, -4.118], [13.283, -28.201, -8.716], [11.337, -29.859, -7.493], [14.717, -25.007, -8.257], [10.866, -24.013, -3.505], [9.525, -27.194, -7.666], [11.655, -26.461, -8.004], [14.369, -22.646, -8.249], [9.012, -24.481, -7.854], [11.290, -23.443, -8.276], [11.611, -22.794, -6.348], [9.629, -22.894, -6.603], [9.478, -25.897, -6.841], [11.056, -26.479, -11.577], [8.357, -26.464, -10.363], [14.240, -21.050, -8.302], [13.921, -25.763, -11.586], [11.627, -27.187, -6.476], [10.312, -25.685, -8.967], [11.970, -26.715, -5.757], [14.333, -21.826, -7.773], [13.521, -25.440, -10.818], [7.543, -24.181, -7.963], [9.001, -28.688, -8.996], [11.306, -25.565, -8.562], [8.277, -24.380, -8.495], [9.843, -22.515, -9.356], [9.463, -21.826, -8.043], [11.775, -27.102, -11.778], [11.072, -23.390, -11.367], [8.398, -25.743, -9.690], [14.359, -25.147, -5.199], [12.213, -22.078, -6.295], [12.201, -24.313, -7.028], [13.161, -27.857, -9.659], [10.254, -24.437, -6.694], [11.864, -25.812, -6.024], [11.353, -26.015, -10.765], [12.710, -22.327, -10.269], [14.535, -24.409, -5.792], [12.966, -26.920, -9.604], [14.194, -26.517, -7.703], [9.089, -24.686, -5.318], [11.290, -24.327, -7.633], [9.086, -26.756, -6.889], [14.545, -24.764, -7.296], [9.073, -29.541, -9.430], [14.229, -27.317, -7.195], [10.514, -23.686, -10.688], [12.988, -23.797, -10.065], [8.523, -24.900, -4.652], [13.809, -24.930, -8.506], [9.220, -22.036, -6.419], [12.874, -22.049, -6.977], [11.502, -28.915, -7.568], [9.225, -26.505, -10.792], [9.448, -21.727, -9.001], [11.185, -24.100, -4.989], [9.533, -21.767, -5.542], [13.625, -27.070, -6.535], [8.896, -24.694, -3.801], [11.045, -28.624, -8.313]],
  "e_above_lowest_kj_mol": 232.6,
  "gap_ev": 8.06,
  "total_charge": -2,
  "spin_multiplicity": 1,
  "e_homo_ev": -3.31
}

Record 3
{
  "formula": "C29H49IrNP2",
  "method": "ωB97M-V/def2-TZVPD",
  "elements": ["H", "C", "H", "H", "H", "C", "C", "C", "H", "H", "C", "C", "H", "H", "H", "H", "C", "C", "C", "H", "H", "C", "H", "H", "H", "C", "C", "N", "H", "C", "H", "H", "C", "P", "C", "H", "H", "C", "H", "H", "H", "C", "H", "H", "H", "C", "H", "C", "C", "C", "C", "H", "H", "H", "H", "H", "C", "H", "C", "H", "H", "H", "H", "H", "H", "H", "H", "H", "H", "C", "Ir", "H", "H", "C", "C", "C", "H", "H", "P", "C", "H", "H"],
  "coordinates": [[-1.792, 2.909, -0.628], [-0.225, -2.188, 1.764], [3.336, 1.294, 4.179], [-0.691, 3.155, -2.013], [-0.083, 3.209, -0.330], [3.039, -3.938, -1.281], [3.108, 0.733, -0.028], [2.754, 2.129, 0.068], [-0.851, -0.172, 3.833], [0.388, -2.273, 2.669], [-4.787, -0.652, 0.286], [-3.886, 1.507, 1.251], [-1.181, -3.645, -1.415], [0.511, -6.024, -1.906], [-3.762, 3.800, -0.736], [4.805, -4.121, -0.140], [2.563, 1.199, 2.191], [0.900, -3.831, -1.789], [2.408, 2.406, 1.435], [5.072, -3.823, -1.865], [-5.069, 3.252, 1.079], [0.156, 0.344, -2.700], [-3.214, 2.046, 1.923], [3.533, 0.630, -2.125], [-5.135, -0.953, -1.809], [-3.683, 0.567, -1.715], [-0.433, -3.325, -2.156], [2.002, -3.076, -1.498], [-0.448, -2.235, -2.244], [-1.443, -0.255, -0.158], [-3.550, -0.462, 2.050], [2.696, 2.637, -2.011], [-4.840, 2.358, 0.475], [-0.445, 0.949, -1.125], [3.015, 0.165, 1.294], [-0.690, 1.383, 2.990], [2.125, 0.036, 3.933], [-3.466, 1.893, -1.660], [0.865, -0.485, -2.564], [-3.040, -0.072, -2.333], [-1.636, -1.211, -0.663], [3.412, -1.228, 1.643], [0.343, -2.615, 0.927], [4.611, -0.341, -1.095], [1.588, 4.374, 1.222], [2.397, 1.057, 3.666], [3.286, -1.417, 2.712], [-0.786, 2.717, -1.015], [2.587, -5.295, -1.399], [-4.905, -0.091, -1.160], [3.572, -0.012, -1.236], [4.540, -2.491, -0.815], [-4.342, -1.661, 0.225], [1.323, 3.625, 2.819], [-2.250, 0.539, 2.987], [1.635, 1.742, 4.042], [4.434, -3.561, -1.008], [-1.150, -2.761, 1.903], [-1.169, 0.395, 2.948], [-5.787, 0.567, -1.230], [-5.202, 3.150, -1.501], [3.227, -6.162, -1.265], [2.955, -0.911, -1.399], [-2.776, 2.356, -2.373], [2.109, 3.923, -0.919], [-0.678, 0.003, -3.328], [4.468, -1.398, 1.380], [0.680, 1.155, -3.223], [-5.810, 1.854, 0.328], [2.029, 3.736, 1.994], [0.968, 0.863, 0.604], [-2.395, 0.238, 0.014], [-5.816, -0.806, 0.663], [1.225, -5.229, -1.721], [-4.318, 2.862, -0.899], [2.845, 3.124, -1.042], [-0.737, -3.749, -3.124], [2.817, -1.957, 1.074], [-0.616, -0.470, 1.473], [-3.985, 0.160, 1.262], [2.906, 4.265, 2.387], [3.841, 3.588, -1.052]],
  "e_above_lowest_kj_mol": 0.0,
  "gap_ev": [4.37, 6.65],
  "s2": 6.023,
  "total_charge": 1,
  "spin_multiplicity": 5,
  "e_homo_ev": [-6.29, -10.61]
}

Record 4
{
  "formula": "C32H41AlNO13S2",
  "method": "ωB97M-V/def2-TZVPD",
  "elements": ["C", "S", "H", "O", "C", "H", "O", "C", "H", "H", "H", "O", "H", "O", "C", "H", "C", "C", "H", "C", "H", "H", "Al", "H", "H", "C", "H", "H", "N", "C", "C", "H", "C", "O", "H", "C", "C", "H", "C", "H", "H", "H", "H", "H", "C", "C", "H", "O", "C", "S", "C", "O", "H", "C", "C", "C", "H", "H", "O", "C", "H", "C", "O", "H", "H", "C", "O", "H", "O", "H", "H", "O", "C", "C", "C", "H", "O", "H", "C", "H", "H", "H", "C", "C", "C", "H", "H", "C", "H", "H"],
  "coordinates": [[-0.995, -0.472, 2.894], [1.405, -3.260, 2.141], [-4.527, 6.033, -3.554], [-0.160, 2.658, -0.378], [10.858, -3.717, 1.240], [-10.197, 2.631, -2.539], [-5.192, 6.454, -4.145], [6.204, -5.637, 4.625], [-2.366, -3.871, 3.262], [-0.919, -3.410, 1.388], [-8.341, 5.432, -1.274], [-3.616, 4.434, -4.268], [5.286, -6.087, 5.003], [-3.655, 5.514, -1.657], [3.214, -3.172, 2.051], [-6.790, 6.803, -6.260], [-6.911, 1.916, -3.576], [-8.401, 1.750, -3.402], [9.977, -2.681, 4.426], [-0.903, -1.121, 4.269], [-6.002, 3.511, -9.007], [5.651, -3.583, 1.628], [6.484, -5.848, 2.623], [6.260, -4.586, 4.921], [7.049, -6.143, 5.101], [-1.292, 3.311, -0.211], [-3.705, 3.572, 2.345], [-1.359, 4.286, -2.105], [-0.501, -1.404, 1.877], [-6.987, 3.996, -2.371], [-6.115, 5.959, -6.251], [5.244, -4.873, 0.528], [-6.250, 2.976, -3.088], [-5.325, 3.089, -8.444], [10.267, -4.043, 0.387], [-5.216, 3.858, -7.372], [-1.825, 4.117, -1.145], [-3.710, 2.756, -6.345], [-4.372, 3.611, -6.361], [3.554, -2.548, 2.872], [-3.016, -2.247, 3.229], [-1.509, -0.562, 4.990], [6.214, -7.391, 2.162], [9.062, -5.677, 3.041], [5.252, -4.603, 1.589], [3.801, -4.579, 2.117], [3.193, -5.242, 1.498], [-4.910, 5.185, 0.599], [-4.337, 4.529, -5.240], [1.906, -0.353, 1.733], [-6.132, 5.059, -7.384], [-8.909, 0.760, -3.896], [-2.017, -0.216, 2.627], [-5.275, 5.712, -5.233], [-9.133, 2.764, -2.668], [8.515, -3.739, 2.241], [3.476, -2.706, 1.104], [-7.040, 0.306, -4.479], [-6.474, 5.000, -1.911], [-3.076, 4.786, -0.871], [-0.410, 0.436, 2.890], [-3.754, 4.554, 0.458], [-6.847, 5.194, -8.361], [0.008, 2.115, 0.421], [-2.229, -2.280, 1.126], [-1.421, -2.550, 1.812], [-9.050, 4.800, -1.499], [0.132, -1.067, 4.605], [-1.247, -2.498, 4.249], [-5.064, 5.683, -0.228], [11.459, -4.549, 1.601], [-6.330, 0.935, -4.245], [-8.472, 3.823, -2.179], [8.411, -5.268, 2.260], [0.873, -1.632, 1.917], [10.455, -4.334, 4.084], [-1.407, 2.328, 1.889], [8.086, -3.382, 1.301], [-1.970, 3.081, 1.120], [11.568, -2.972, 3.746], [3.766, -4.949, 3.142], [8.759, -5.695, 1.314], [9.933, -3.157, 2.331], [-2.084, -2.824, 3.174], [-3.229, 3.749, 1.391], [9.854, -2.079, 2.145], [7.912, -3.323, 3.054], [10.531, -3.309, 3.725], [11.534, -2.936, 0.888], [-5.182, 3.108, -3.208]],
  "gap_ev": 3.85,
  "total_charge": -1,
  "spin_multiplicity": 1,
  "e_homo_ev": -4.62
}

Record 5
{
  "formula": "ClK4O4",
  "method": "ωB97M-V/def2-TZVPD",
  "elements": ["K", "K", "O", "K", "O", "K", "O", "Cl", "O"],
  "coordinates": [[2.077, -2.909, 1.073], [0.303, 2.870, 2.517], [-1.090, -0.078, -0.635], [-1.350, 1.923, -2.567], [0.591, 1.611, -0.123], [-2.298, -2.737, -0.460], [0.340, -0.478, 1.135], [0.229, 0.242, -0.098], [1.197, -0.444, -0.842]],
  "gap_ev": 10.75,
  "total_charge": 3,
  "spin_multiplicity": 1,
  "e_homo_ev": -20.05
}

Record 6
{
  "formula": "C46H50BrCl3GeN6O5S2W",
  "method": "ωB97M-V/def2-TZVPD",
  "elements": ["H", "C", "H", "H", "C", "H", "H", "Cl", "H", "H", "C", "H", "H", "Ge", "H", "N", "O", "C", "H", "H", "H", "H", "Br", "H", "C", "N", "C", "H", "C", "C", "H", "C", "C", "N", "H", "C", "H", "O", "O", "C", "C", "H", "N", "H", "C", "C", "H", "C", "S", "O", "H", "W", "C", "H", "C", "C", "H", "H", "H", "C", "C", "H", "C", "N", "H", "H", "C", "C", "N", "C", "C", "H", "H", "C", "C", "C", "Cl", "C", "H", "C", "C", "C", "H", "H", "Cl", "C", "C", "S", "H", "H", "H", "H", "C", "C", "C", "H", "H", "C", "C", "H", "H", "H", "C", "H", "C", "C", "H", "H", "H", "H", "C", "C", "O", "H", "C"],
  "coordinates": [[-5.040, -1.489, -2.967], [1.931, 4.670, 1.913], [2.833, -1.896, -5.524], [0.394, -1.878, 1.394], [-0.491, 4.820, 1.217], [-4.987, 4.442, -0.337], [0.417, 2.543, 2.870], [0.706, 2.826, -1.686], [0.332, 5.558, 2.975], [-2.557, 3.655, -3.002], [-1.584, 6.532, -0.118], [3.999, -4.631, 1.825], [1.953, -2.607, -1.852], [0.395, 0.647, -2.417], [-4.023, 2.670, -2.907], [-0.300, -1.892, -2.309], [4.667, 0.733, 3.812], [6.403, 1.968, 2.860], [-4.264, 0.421, 1.889], [-4.540, 3.191, 0.823], [-1.278, -3.420, -7.203], [-0.088, 6.910, 1.352], [3.647, 0.229, -1.549], [4.946, -2.010, -0.317], [4.792, 2.760, 0.746], [1.789, -0.948, 0.194], [0.166, 3.496, 3.324], [6.492, 3.845, 0.039], [-3.801, -1.494, 0.975], [-1.229, 3.836, 0.547], [-0.172, 0.313, 6.928], [0.475, 4.650, 2.384], [-1.919, -2.627, -3.971], [-1.427, -0.270, 0.246], [-2.302, -0.620, 5.650], [6.900, 2.789, 1.872], [2.895, -1.182, -3.916], [-2.867, 2.337, 2.154], [-0.859, -3.569, -0.935], [2.972, -2.117, -4.464], [-0.673, 6.154, 0.841], [-4.810, -2.400, -4.450], [0.936, 0.531, 2.330], [-4.402, -3.744, -1.870], [1.404, -1.939, 1.017], [-1.079, -3.170, -6.169], [-1.788, 1.037, 5.257], [-3.555, -3.846, -2.552], [-1.222, -0.511, 3.531], [2.235, 1.815, 0.519], [-0.001, -1.286, 6.176], [0.383, 1.022, 0.159], [5.079, 1.531, 2.813], [1.503, -4.279, -2.162], [4.259, 1.927, 1.740], [-2.386, 5.559, -0.682], [-2.831, -1.844, -2.221], [-3.876, -4.473, -3.386], [3.983, -2.507, -4.326], [-2.348, 0.369, 0.983], [-4.619, 3.419, -0.239], [-2.934, 2.243, -0.850], [0.349, 0.219, 3.449], [2.287, 0.844, 2.578], [3.722, 0.524, 3.673], [-5.361, 2.754, -0.690], [-0.885, -2.372, -1.171], [-1.492, -0.012, 5.251], [-1.040, 2.396, 0.747], [-3.274, 3.273, -0.965], [-4.304, -1.755, -3.728], [-2.745, -4.366, -2.038], [4.146, 3.065, -0.066], [1.954, -3.141, -3.962], [-2.840, -2.172, 0.240], [2.204, -2.983, 1.400], [1.431, 0.514, -4.245], [-3.120, -2.467, -3.065], [-0.893, 3.478, 3.591], [-0.185, -0.230, 5.984], [6.096, 3.195, 0.806], [2.861, 1.504, 1.617], [7.928, 3.124, 1.929], [-2.994, -3.192, -0.073], [-1.768, 0.892, -2.830], [2.155, -3.467, -2.487], [-1.681, -1.529, -0.172], [1.162, 0.441, 4.968], [2.108, 3.926, 1.139], [3.192, -3.772, -2.331], [1.033, -3.446, -6.360], [2.180, 5.644, 1.484], [3.518, -3.009, 0.937], [-0.556, -2.444, -3.518], [-3.494, 3.517, -2.464], [-3.153, 5.850, -1.387], [1.812, -3.751, 2.054], [-2.135, -2.955, -5.291], [-2.243, 4.215, -0.361], [-4.723, -1.992, 1.250], [2.167, -4.069, -4.501], [-3.993, -0.843, -4.234], [-2.092, 1.806, 1.385], [2.616, 4.482, 2.744], [3.043, -1.024, -0.275], [0.227, -3.146, -5.701], [0.757, 3.593, 4.237], [7.016, 1.649, 3.693], [-1.698, 7.573, -0.394], [-4.115, 4.399, -2.628], [0.526, -2.825, -4.392], [3.942, -2.003, 0.081], [4.397, -3.962, 1.253], [-3.148, -3.044, -5.656], [-3.569, -0.187, 1.328]],
  "e_above_lowest_kj_mol": 0.0,
  "gap_ev": [6.59, 5.48],
  "s2": 3.811,
  "total_charge": 1,
  "spin_multiplicity": 4,
  "e_homo_ev": [-10.23, -10.47]
}

Record 7
{
  "formula": "C7H20BMnN2OPS",
  "method": "ωB97M-V/def2-TZVPD",
  "elements": ["H", "S", "H", "C", "H", "H", "C", "P", "H", "H", "H", "H", "H", "H", "H", "N", "H", "H", "N", "H", "H", "Mn", "H", "C", "O", "C", "H", "H", "C", "B", "C", "H", "H", "C"],
  "coordinates": [[-1.471, -2.744, -2.224], [-2.155, 3.428, 2.635], [3.430, 1.812, -0.801], [1.940, -1.515, -1.176], [-0.237, 0.269, -1.219], [1.633, 2.206, 1.551], [-1.075, -1.162, 1.745], [0.145, -1.676, -0.793], [0.836, -3.138, 1.078], [0.884, 1.009, 0.632], [1.507, 1.988, -1.416], [-4.173, 3.786, 1.182], [-0.376, 1.683, 2.667], [0.850, -4.018, -0.471], [2.268, -2.446, -1.658], [1.792, 1.532, 0.790], [-0.701, -3.696, 0.343], [2.526, -1.356, -0.262], [-1.720, 1.512, 0.984], [2.473, 0.850, 1.145], [2.374, 3.458, -0.308], [-0.793, -0.072, 0.300], [-1.751, -0.691, -0.713], [-2.892, 2.156, 0.518], [-1.468, -1.298, 2.833], [-3.279, 3.203, 1.315], [-0.402, -1.608, -3.119], [2.067, -0.670, -1.860], [-1.221, 2.100, 2.105], [2.313, 2.251, -0.538], [-0.440, -2.399, -2.362], [0.199, -3.243, -2.661], [-3.380, 1.777, -0.379], [0.296, -3.288, 0.136]],
  "e_above_lowest_kj_mol": 311.8,
  "gap_ev": [6.54, 3.92],
  "s2": 6.163,
  "total_charge": 3,
  "spin_multiplicity": 5,
  "e_homo_ev": [-20.12, -20.09]
}